*P*
Here is an isolated molecule of C8H13N from the Open Molecules 2025 dataset. Energies are from ωB97M-V/def2-TZVPD.

The geometry in ORCA input format:
```
! RIJCOSX wB97M-V def2-TZVPD def2/J DEFGRID3
* xyz 0 1
C 1.841 0.248 -2.918
C 1.392 0.080 -1.419
C 1.821 -1.235 -0.772
C 0.348 -0.907 -0.973
C -0.626 -0.541 0.124
C -0.829 0.656 0.664
C -1.820 0.987 1.720
C -1.568 0.500 3.106
N -2.520 -0.065 2.161
H 2.962 0.203 -2.898
H 1.421 -0.625 -3.558
H 1.484 1.248 -3.430
H 1.522 0.851 -0.756
H 2.135 -1.285 0.241
H 2.088 -2.026 -1.489
H 0.006 -1.426 -1.881
H -1.067 -1.338 0.669
H -0.341 1.542 0.306
H -2.304 2.018 1.693
H -1.798 1.202 3.888
H -0.665 -0.146 3.203
H -3.482 0.059 2.319
*
```

Calculated values
LUMO: 1.1 eV



*Q*
Here is a structure of composition C8H13N from the Open Molecules 2025 dataset. Energies are from ωB97M-V/def2-TZVPD.

The geometry in ORCA input format:
```
! RIJCOSX wB97M-V def2-TZVPD def2/J DEFGRID3
* xyz 0 1
C -2.169 -0.891 -0.444
C -1.485 0.287 -0.331
C -0.998 0.711 0.911
C -0.188 1.884 0.102
C 1.020 0.092 -0.290
C 2.513 0.110 -0.532
C 0.723 -1.301 0.332
C 0.484 -0.118 1.101
H -2.223 -1.722 0.391
H -3.336 -0.954 -0.799
H -1.793 -1.317 -1.369
H -2.211 1.172 -0.625
H -1.780 0.573 1.628
H 0.681 2.246 0.702
H -0.926 2.643 -0.259
H 2.642 -0.146 -1.660
H 2.948 -1.183 -0.105
H 3.353 1.078 -0.041
H 1.821 -1.664 0.458
H 0.017 -2.305 -0.167
H 0.990 -0.049 2.008
N -0.083 0.853 -1.011
*
```

Calculated values
LUMO: 1.0 eV



Decreasing stability: *P*, *Q*



*P*
Here is a cluster of 3 separate species, C8H13N in total from the Open Molecules 2025 dataset. Energies are from ωB97M-V/def2-TZVPD.

The geometry in ORCA input format:
```
! RIJCOSX wB97M-V def2-TZVPD def2/J DEFGRID3
* xyz 0 1
C 0.356 1.345 0.540
C 0.888 -0.395 -1.849
C 1.575 1.113 1.376
C -0.869 1.906 1.185
N -0.277 -0.259 -0.962
C -0.287 -0.680 0.227
C -0.613 -1.351 1.295
C -1.297 -2.182 -1.623
C -1.843 -2.819 -2.511
H 0.576 1.813 -0.412
H 0.511 -0.700 -2.820
H 1.347 0.589 -1.967
H 1.609 -1.125 -1.483
H 2.010 2.088 1.633
H -1.102 1.416 2.129
H 1.347 0.600 2.309
H 2.340 0.553 0.838
H -0.696 2.972 1.387
H -1.731 1.838 0.521
H -1.157 -2.273 1.134
H -0.363 -1.012 2.288
H -2.322 -3.435 -3.235
*
```

Calculated values
LUMO (spin up / spin down): -0.7 / -0.6 eV



*Q*
Here is a structure of composition C8H13N from the Open Molecules 2025 dataset. Energies are from ωB97M-V/def2-TZVPD.

The geometry in ORCA input format:
```
! RIJCOSX wB97M-V def2-TZVPD def2/J DEFGRID3
* xyz 0 1
C 0.432 -1.449 -0.092
C 1.677 -1.212 -0.953
C -2.025 -0.941 0.214
C -0.720 -0.512 -0.378
N 0.692 -1.288 1.347
C -0.518 0.684 -1.001
C -1.324 1.835 -0.548
C 0.627 2.774 0.931
C -0.316 2.297 0.158
H 0.095 -2.484 -0.233
H 1.471 -1.877 1.627
H 0.948 -0.323 1.534
H 0.239 0.820 -1.765
H -2.199 2.303 -0.966
H 2.094 -0.228 -0.758
H 1.441 -1.295 -2.013
H 2.430 -1.963 -0.722
H -2.791 -0.181 0.106
H -2.369 -1.854 -0.289
H -1.899 -1.177 1.271
H 1.533 3.207 0.531
H 0.483 2.863 1.999
*
```

Calculated values
LUMO: 0.9 eV



Decreasing stability: *Q*, *P*



*P*
Here is an isolated molecule of C8H13N from the Open Molecules 2025 dataset. Energies are from ωB97M-V/def2-TZVPD.

The geometry in ORCA input format:
```
! RIJCOSX wB97M-V def2-TZVPD def2/J DEFGRID3
* xyz 0 1
C 0.112 0.522 -2.364
C -0.182 -0.889 -1.623
C -0.253 -0.174 -0.314
C -0.691 1.069 -1.015
C -0.419 -0.346 1.864
C 0.713 -1.313 1.449
C 1.084 0.086 0.473
C 0.419 0.917 1.525
H 1.103 0.783 -1.947
H 0.087 0.657 -3.632
H -0.916 -1.648 -2.067
H 0.594 -1.812 -1.635
H -1.801 1.171 -0.922
H -0.405 2.159 -0.629
H -1.935 0.240 0.790
H -1.188 -0.258 2.756
H 0.316 -2.254 0.843
H 1.365 -1.518 2.454
H 2.053 0.190 -0.148
H -0.031 1.944 1.177
H 1.295 1.001 2.368
N -1.319 -0.529 0.597
*
```

Calculated values
LUMO: 1.0 eV



*Q*
Here is an isolated molecule of C8H13N from the Open Molecules 2025 dataset. Energies are from ωB97M-V/def2-TZVPD.

The geometry in ORCA input format:
```
! RIJCOSX wB97M-V def2-TZVPD def2/J DEFGRID3
* xyz 0 1
C -1.490 1.601 -0.578
C -1.008 0.658 0.632
C -1.097 -0.955 0.524
N -2.091 -1.392 -0.409
C 0.366 -0.835 -0.128
C 1.741 -1.404 -0.125
C 2.576 -0.376 -0.259
C 1.974 0.972 -0.025
C 0.555 0.444 0.571
H -2.578 1.434 -0.709
H -1.027 1.317 -1.476
H -1.345 2.590 -0.232
H -1.502 1.151 1.539
H -1.193 -1.543 1.450
H -2.067 -2.490 -0.415
H -3.060 -1.168 -0.054
H 0.148 -0.579 -1.185
H 2.183 -2.398 -0.194
H 3.650 -0.538 -0.404
H 2.505 1.571 0.647
H 1.839 1.714 -0.875
H 0.921 0.228 1.707
*
```

Calculated values
LUMO: 1.0 eV



Decreasing stability: *Q*, *P*



*P*
Here is an isolated molecule of CH3Cl3N2 from the Open Molecules 2025 dataset. Energies are from ωB97M-V/def2-TZVPD.

The geometry in ORCA input format:
```
! RIJCOSX wB97M-V def2-TZVPD def2/J DEFGRID3
* xyz 0 1
C 0.204 1.316 -0.228
N 0.807 0.009 -0.050
N 0.205 -1.009 0.145
Cl -0.724 -1.393 2.036
Cl -1.549 -1.344 -0.834
Cl 1.107 -2.430 -0.156
H 0.788 2.075 -0.583
H -0.575 1.146 -1.007
H -0.263 1.630 0.676
*
```

Calculated values
LUMO (spin up / spin down): -2.6 / -2.6 eV



*Q*
Here is an isolated molecule of CH3Cl3N2 from the Open Molecules 2025 dataset. Energies are from ωB97M-V/def2-TZVPD.

The geometry in ORCA input format:
```
! RIJCOSX wB97M-V def2-TZVPD def2/J DEFGRID3
* xyz 0 1
C 1.156 0.028 0.187
N -0.222 0.409 0.353
Cl -0.481 1.849 -0.775
N -1.065 -0.596 0.209
Cl -1.362 -1.295 -1.313
Cl -2.577 -0.112 0.929
H 1.445 -0.633 0.894
H 1.378 -0.512 -0.800
H 1.729 0.862 0.317
*
```

Calculated values
LUMO: -0.3 eV



Decreasing stability: *Q*, *P*



*P*
Here is a cluster of 2 separate species, CH3ClN2 in total from the Open Molecules 2025 dataset. Energies are from ωB97M-V/def2-TZVPD.

The geometry in ORCA input format:
```
! RIJCOSX wB97M-V def2-TZVPD def2/J DEFGRID3
* xyz 0 1
C -0.214 1.065 0.693
N -0.038 -1.659 -1.063
N 1.041 -1.221 -1.199
Cl -1.393 -0.102 0.486
H 0.168 1.171 1.711
H 0.265 1.581 -0.197
H -0.281 -2.523 -1.527
*
```

Calculated values
LUMO (spin up / spin down): 0.6 / 0.4 eV



*Q*
Here is an isolated molecule of CH3ClN2 from the Open Molecules 2025 dataset. Energies are from ωB97M-V/def2-TZVPD.

The geometry in ORCA input format:
```
! RIJCOSX wB97M-V def2-TZVPD def2/J DEFGRID3
* xyz 0 1
Cl -2.441 -0.143 -0.064
C -0.835 0.224 0.290
N 0.165 0.556 -0.656
N 0.079 -0.864 -0.327
H -0.723 0.487 1.363
H -0.431 0.603 -1.412
H 0.943 -0.991 0.199
*
```

Calculated values
LUMO: 1.1 eV



*R*
Here is an isolated molecule of CH3ClN2 from the Open Molecules 2025 dataset. Energies are from ωB97M-V/def2-TZVPD.

The geometry in ORCA input format:
```
! RIJCOSX wB97M-V def2-TZVPD def2/J DEFGRID3
* xyz 0 1
H -2.011 0.202 0.085
N -1.214 0.766 -0.186
C -0.106 0.176 -0.192
N 1.041 0.763 -0.595
Cl 1.034 2.503 -0.657
H 0.023 -0.973 0.169
H 1.926 0.402 -0.266
*
```

Calculated values
LUMO: 0.7 eV



Decreasing stability: *R*, *Q*, *P*



*P*
Here is a cluster of 2 separate species, C3H10NO2 in total from the Open Molecules 2025 dataset. Energies are from ωB97M-V/def2-TZVPD.

The geometry in ORCA input format:
```
! RIJCOSX wB97M-V def2-TZVPD def2/J DEFGRID3
* xyz 0 2
C -0.260 -0.066 0.827
O -0.708 -0.573 -0.324
C 0.875 1.002 0.457
C 1.941 0.240 -0.340
N 0.323 2.269 -0.065
H 0.248 -0.566 1.653
H -1.024 0.499 1.409
H 1.418 1.284 1.369
H 1.552 -0.338 -1.202
H 2.635 0.931 -0.867
H 2.548 -0.351 0.361
H 0.967 2.701 -0.712
H -0.515 1.962 -0.553
H -1.680 -3.310 -0.361
H -1.323 -1.732 -0.460
O -2.106 -2.445 -0.411
*
```

Calculated values
LUMO (spin up / spin down): 0.8 / -2.9 eV



*Q*
Here is a cluster of 2 separate species, C3H10NO2 in total from the Open Molecules 2025 dataset. Energies are from ωB97M-V/def2-TZVPD.

The geometry in ORCA input format:
```
! RIJCOSX wB97M-V def2-TZVPD def2/J DEFGRID3
* xyz 0 2
C 0.861 -1.451 1.039
N 0.117 -0.198 0.718
C 0.348 0.106 -0.708
C -0.962 -0.171 -1.555
O -1.783 -1.098 -1.101
H 1.903 -1.375 0.794
H 0.729 -1.636 2.109
H 0.387 -2.324 0.574
H -0.844 -0.529 0.737
H 0.610 1.105 -0.932
H 1.007 -0.622 -1.168
H -1.580 0.736 -1.348
H -0.731 -0.135 -2.624
H 1.433 1.660 0.834
H 0.387 2.407 1.688
O 1.151 2.540 1.103
*
```

Calculated values
LUMO (spin up / spin down): 0.9 / -1.7 eV



Decreasing stability: *Q*, *P*